One molecule with the formula C7H7BrN2 at a distorted geometry, computed with ωB97M-V/def2-TZVPD.

Each line ends with the Löwdin charge.
Geometry (Å):
N 3.95 0.18 -1.24  0.1261
C 3.02 -0.31 -0.76  -0.2183
C 1.79 -0.93 -0.21  -0.0681
C 1.40 -0.48 1.00  -0.1206
C 0.15 -0.85 1.66  -0.1306
C -1.06 -0.67 1.09  -0.2024
C -1.31 -0.27 -0.31  -0.1880
C -1.29 1.03 -0.58  -0.8002
N -1.61 1.62 -1.83  0.0153
Br -0.78 2.18 0.82  0.8507
H 1.38 -1.63 -0.90  0.1033
H 2.05 0.14 1.56  0.1071
H 0.14 -1.31 2.65  0.1089
H -1.90 -0.98 1.69  0.1004
H -1.70 -1.17 -0.86  0.1405
H -2.07 2.46 -1.36  0.0742
H -2.16 0.97 -2.42  0.1017

Calculated values
Multiplicity ... 1
Energy above the lowest of the compared OMol25 structures with the same formula, charge and spin ... 189.7 kJ/mol
Orbital gap ... 9.106 eV
SMILES ... N#C/C=C/C=C\C=C(\N)Br
Total charge ... 0
HOMO energy ... -0.32305 Ha

An isolated ion of composition C7H7ClN3 and charge +1 at a distorted geometry, computed with ωB97M-V/def2-TZVPD.

Each line ends with the Löwdin charge.
Geometry (Å):
C -2.36 1.85 0.25  -0.3130
C 2.26 0.05 -0.46  -0.0282
C 1.69 1.34 -0.64  0.0088
C 1.44 -0.96 -0.07  -0.0120
C 0.41 1.58 -0.33  0.0114
C 0.13 -0.64 0.31  -0.2310
C -0.60 -1.76 0.91  -0.1051
N -2.73 2.94 0.16  0.1788
N -0.45 0.60 0.12  -0.0572
N -1.75 0.67 0.26  0.0479
Cl -1.99 -2.62 -0.44  0.8293
H 3.23 -0.18 -0.89  0.1307
H 2.36 2.17 -0.76  0.1320
H 1.99 -1.93 0.09  0.1612
H -0.07 2.57 -0.55  0.1543
H -1.34 -1.71 1.71  0.0987
H 0.09 -2.56 1.12  0.0856
H -2.29 -1.42 -0.79  -0.0922

Calculated values
Multiplicity ... 1
Energy above the lowest of the compared OMol25 structures with the same formula, charge and spin ... 438.8 kJ/mol
Orbital gap (alpha / beta) ... 6.556 / 6.552 eV
Total charge ... +1
HOMO energy (alpha / beta) ... -0.46784 / -0.46770 Ha

One molecule with the formula C7H7ClO2 at a distorted geometry, computed with ωB97M-V/def2-TZVPD.

Each line ends with the Löwdin charge.
Geometry (Å):
C -0.37 1.75 -0.32  -0.0949
C 0.11 1.09 0.74  -0.6458
C 1.60 -1.03 0.62  -0.2367
C -0.63 -1.18 1.44  -0.2255
C -0.59 0.85 -1.51  -0.1566
C -0.36 -0.60 -0.99  -0.0947
C 0.20 -0.43 0.42  -0.3604
O 2.27 -0.92 1.59  0.0809
O -1.51 -1.95 1.12  0.1019
Cl 0.54 1.78 2.21  0.7782
H -0.55 2.87 -0.47  0.1398
H 1.99 -1.66 -0.18  0.1442
H -0.25 -0.86 2.35  0.1061
H -1.63 1.12 -1.98  0.1383
H 0.19 1.27 -2.34  0.1592
H -1.28 -1.02 -1.09  0.0868
H 0.27 -1.08 -1.60  0.0792

Calculated values
Multiplicity ... 3
Energy above the lowest of the compared OMol25 structures with the same formula, charge and spin ... 87.3 kJ/mol
Orbital gap (alpha / beta) ... 6.231 / 5.592 eV
⟨S²⟩ ... 2.018
Total charge ... 0
HOMO energy (alpha / beta) ... -0.20928 / -0.33772 Ha

One molecule with the formula C7H7F at a distorted geometry, computed with ωB97M-V/def2-TZVPD.

Each line ends with the Löwdin charge.
Geometry (Å):
C 1.09 -0.64 1.12  -0.1441
C 1.45 -1.33 -0.09  -0.1930
C 0.32 0.45 1.31  -0.0683
C 0.96 -1.09 -1.31  0.1417
C -1.69 0.25 -0.31  -0.0186
C -0.53 1.08 0.28  -0.2197
C -0.66 0.93 -1.15  -0.2879
F -0.68 1.83 -2.04  0.1383
H 1.48 -1.06 2.05  0.0922
H 2.23 -2.14 -0.10  0.1072
H 0.37 1.02 2.31  0.1333
H 1.05 -1.19 -2.33  0.0200
H -1.86 -0.78 -0.34  0.0850
H -2.65 0.71 -0.11  0.0919
H -0.90 1.97 0.73  0.1220

Calculated values
Multiplicity ... 3
Orbital gap (alpha / beta) ... 7.361 / 7.600 eV
⟨S²⟩ ... 2.032
Total charge ... 0
HOMO energy (alpha / beta) ... -0.24919 / -0.30916 Ha

An isolated ion of composition C7H7F3IN2O2 and charge -1 at a distorted geometry, computed with ωB97M-V/def2-TZVPD.

Each line ends with the Löwdin charge.
Geometry (Å):
C 0.66 1.87 0.90  -0.1140
C 1.56 1.09 -0.05  -0.1306
C 1.33 0.13 -0.92  -0.2203
N 0.03 -0.40 -1.00  0.0752
N -0.64 -0.65 0.22  -0.0572
C -2.00 -0.28 0.42  -0.1962
C -2.72 0.38 -0.50  -0.6268
I -4.65 1.03 -0.08  0.7255
C -0.15 -1.53 1.15  -0.6091
F -0.98 -2.60 1.40  0.0820
F 1.06 -1.98 0.86  0.1882
F -0.13 -1.09 2.47  0.0728
C 2.30 -0.57 -1.99  -0.6809
O 1.84 -1.68 -2.26  -0.0492
O 3.33 0.05 -2.25  -0.0284
H -0.07 2.47 0.30  0.0796
H 1.33 2.42 1.49  0.0244
H -0.04 1.30 1.67  0.0929
H 2.65 1.49 -0.09  0.1275
H 0.19 -1.32 -1.53  0.1443
H -2.41 -0.82 1.26  0.1087
H -2.47 0.68 -1.46  -0.0083

Calculated values
Multiplicity ... 1
Energy above the lowest of the compared OMol25 structures with the same formula, charge and spin ... 93.0 kJ/mol
Orbital gap ... 7.303 eV
SMILES ... C/C=C(\NN(/C=C/I)C(F)(F)F)C(=O)[O-]
Total charge ... -1
HOMO energy ... -0.18443 Ha

One molecule with the formula C7H7F3N2 at a distorted geometry, computed with ωB97M-V/def2-TZVPD.

Each line ends with the Löwdin charge.
Geometry (Å):
N -0.26 -2.45 1.39  -0.0354
N -0.63 -1.13 1.26  -0.0909
C -0.34 -0.50 0.03  -0.2458
C 0.42 -1.09 -0.90  -0.0667
C 0.88 -0.25 -1.97  -0.0852
C 0.70 1.13 -2.07  -0.0972
C 0.04 1.74 -1.04  0.0193
C -0.38 0.87 0.04  -0.0822
C -0.92 1.41 1.29  -0.4855
F -2.11 0.93 1.76  0.1366
F 0.03 1.30 2.32  0.0929
F -1.05 2.76 1.00  0.0790
H -0.65 -2.88 0.46  0.1160
H 0.84 -2.54 1.31  0.1101
H -0.70 -0.73 2.16  0.1074
H 1.13 -2.16 -0.82  0.1771
H 1.79 -0.89 -2.47  0.1456
H 1.03 1.70 -2.89  0.0915
H 0.16 2.79 -0.88  0.1134

Calculated values
Multiplicity ... 1
Energy above the lowest of the compared OMol25 structures with the same formula, charge and spin ... 275.3 kJ/mol
Orbital gap ... 9.097 eV
SMILES ... NNc1ccccc1C(F)(F)F
Total charge ... 0
HOMO energy ... -0.31461 Ha

C7H7F3N3O2Te4Ti as an isolated structure at a distorted geometry, computed with ωB97M-V/def2-TZVPD.

Each line ends with the Löwdin charge.
Geometry (Å):
Ti 0.82 1.14 0.97  -0.0112
N 0.82 3.21 2.24  -0.0565
N -0.47 3.73 2.05  0.0412
C -1.35 3.03 1.30  -0.5867
O -2.48 3.33 1.08  0.1710
O -0.73 1.89 0.82  -0.2663
H 1.01 3.09 3.22  0.0662
H 1.50 3.85 1.85  0.0797
H -0.75 4.60 2.47  0.1754
Te 2.15 2.52 -0.94  0.4092
Te 3.78 0.82 0.42  0.2622
Te 2.95 0.79 3.02  0.2537
Te 0.53 -0.42 3.16  0.3830
F -0.65 -4.90 -2.26  0.1739
C -1.22 -3.76 -2.65  -0.6006
F -2.55 -3.90 -2.55  0.1662
F -0.91 -3.55 -3.93  0.1742
C -0.73 -2.61 -1.80  -0.0671
C 0.63 -2.33 -1.76  0.0497
C 1.06 -1.28 -0.99  -0.1160
N 0.23 -0.51 -0.27  -0.0942
C -1.09 -0.80 -0.32  -0.0898
C -1.60 -1.83 -1.07  0.0545
H 1.34 -2.92 -2.33  0.1443
H 2.11 -1.04 -0.93  0.0281
H -1.74 -0.16 0.25  0.1170
H -2.66 -2.02 -1.08  0.1391

Calculated values
Multiplicity ... 1
Orbital gap ... 6.240 eV
Total charge ... +1
HOMO energy ... -0.41507 Ha

One molecule with the formula C7H7F3O2P2S at a distorted geometry, computed with ωB97M-V/def2-TZVPD.

Each line ends with the Löwdin charge.
Geometry (Å):
O -1.20 -0.98 -2.33  -0.5792
S -2.09 -0.78 -0.78  0.7215
O -3.49 -1.09 -0.88  -0.3663
P -0.61 -1.80 0.61  0.7278
P 0.14 -2.87 -1.15  0.6328
C 0.67 -0.47 0.62  -0.5214
C 1.53 -0.17 -0.43  -0.1263
C 2.35 0.94 -0.36  -0.0846
C 2.23 1.78 0.69  -0.0698
C 1.43 1.48 1.82  -0.0543
C 0.63 0.31 1.82  -0.1217
C -2.26 1.04 -0.44  -0.6477
F -1.47 1.88 -1.13  0.1460
F -1.91 1.06 0.91  0.0319
F -3.52 1.48 -0.44  0.1494
H 0.36 -4.03 -0.50  -0.1859
H -1.26 -3.10 -1.39  -0.1051
H 1.56 -0.76 -1.31  0.0391
H 3.08 0.99 -1.09  0.0964
H 2.57 2.80 0.55  0.1107
H 1.50 2.11 2.68  0.0929
H -0.24 0.16 2.54  0.1138

Calculated values
Multiplicity ... 1
Energy above the lowest of the compared OMol25 structures with the same formula, charge and spin ... 221.1 kJ/mol
Orbital gap ... 8.596 eV
SMILES ... O=S(=O)(P(#[PH2])c1ccccc1)C(F)(F)F
Total charge ... 0
HOMO energy ... -0.35010 Ha

One molecule with the formula C7H7FN2O2 at a distorted geometry, computed with ωB97M-V/def2-TZVPD.

Each line ends with the Löwdin charge.
Geometry (Å):
C -1.24 -0.11 1.45  0.0836
C -0.42 -0.45 0.49  -0.2327
C 0.56 -1.58 0.63  -0.0336
C 1.26 -1.97 -0.40  -0.1043
C 1.03 -1.50 -1.74  -0.0614
C 0.20 -0.45 -1.99  0.0163
C -0.41 0.33 -0.83  -0.1996
O 0.20 1.69 -0.76  0.0119
N -0.23 2.39 0.38  -0.4022
O -1.06 3.21 0.25  0.1283
N 0.38 1.96 1.34  0.1291
F 0.20 2.83 2.42  -0.0171
H -1.95 0.62 1.44  0.0530
H -1.20 -0.73 2.29  0.0692
H 0.63 -2.00 1.60  0.1001
H 1.87 -2.93 -0.29  0.1326
H 1.67 -1.91 -2.41  0.0721
H -0.02 -0.09 -2.97  0.0947
H -1.49 0.69 -0.93  0.1600

Calculated values
Multiplicity ... 1
Energy above the lowest of the compared OMol25 structures with the same formula, charge and spin ... 454.2 kJ/mol
Orbital gap ... 8.634 eV
SMILES ... C=C1C=CC=C[C@@H]1O/[N+]([O-])=N/F
Total charge ... 0
HOMO energy ... -0.32999 Ha

A 2-piece molecular cluster, C7H7FN4 overall at a distorted geometry, computed with ωB97M-V/def2-TZVPD.

Each line ends with the Löwdin charge.
Geometry (Å):
C -0.79 0.53 3.69  -0.2219
C -1.44 -0.40 2.90  -0.0949
N -1.44 0.24 1.66  0.0223
C -0.65 1.39 1.74  -0.1863
N -0.38 1.59 3.00  0.0233
H -0.51 0.32 4.73  0.0996
H -1.96 -1.38 3.05  0.1168
H -2.02 -0.18 0.99  0.1097
H -0.49 2.03 0.88  0.0977
F 0.16 -2.30 -0.35  0.1003
C 0.53 -1.38 -1.24  -0.4506
N 1.08 -1.88 -2.32  0.1586
C 1.55 -1.00 -3.21  -0.1154
C 1.27 0.33 -3.16  -0.0346
C 0.69 0.77 -1.93  -0.0567
N 0.31 -0.13 -0.97  0.1375
H 2.14 -1.38 -3.97  0.0912
H 1.42 1.03 -3.92  0.0876
H 0.54 1.81 -1.57  0.1158

Calculated values
Multiplicity ... 1
Energy above the lowest of the compared OMol25 structures with the same formula, charge and spin ... 0.0 kJ/mol
Orbital gap ... 8.492 eV
SMILES ... c1c[nH]cn1.Fc1ncccn1
Total charge ... 0
HOMO energy ... -0.31232 Ha

The records above give, respectively, calculated total energy values of -2954.355665, -894.978320, -881.382515, -370.500819, -1128.224056, -679.941137, -2806.752868, -1801.749729, -630.495454, -589.805038 a.u..
The records above give, respectively, molar mass values of 199.05, 168.61, 158.58, 110.13, 335.04, 176.14, 780.41, 274.14, 170.14, 166.16 u.